Entry 1:
Density functional theory data (ωB97M-V/def2-TZVPD) for a molecular structure, C21H15F3N3O3STe4W at a distorted geometry.

The geometry in XYZ format:
```
51
Properties=species:S:1:pos:R:3:nbo_charge:R:1
W 0.059 0.239 -0.281 0.806
C -0.032 -5.326 0.665 -0.249
O 0.478 -4.046 0.373 -0.468
C 0.745 -3.759 -0.921 0.240
C 0.757 -4.672 -1.952 -0.270
C 1.005 -4.255 -3.273 -0.255
C 1.214 -2.932 -3.553 -0.172
C 1.211 -1.971 -2.521 -0.241
C 1.296 -0.573 -2.854 0.219
N 1.356 0.280 -1.901 -0.366
N 0.974 1.610 -1.957 -0.355
C 1.285 2.151 -0.747 0.452
O 1.785 1.403 0.237 -0.696
C 1.138 3.589 -0.480 -0.130
C 0.845 4.477 -1.516 -0.127
C 0.688 5.824 -1.245 -0.239
C 0.827 6.292 0.057 -0.208
C 1.131 5.410 1.084 -0.205
C 1.287 4.058 0.822 -0.174
C 1.009 -2.390 -1.182 0.430
O 1.069 -1.575 -0.162 -0.712
H -0.239 -5.331 1.732 0.209
H 0.690 -6.117 0.435 0.161
H -0.961 -5.515 0.118 0.181
H 0.567 -5.717 -1.756 0.216
H 1.015 -4.987 -4.069 0.207
H 1.368 -2.605 -4.575 0.203
H 1.288 -0.231 -3.888 0.208
H 0.738 4.095 -2.523 0.224
H 0.455 6.513 -2.047 0.209
H 0.697 7.346 0.269 0.209
H 1.247 5.774 2.097 0.215
H 1.512 3.351 1.610 0.251
Te -0.089 0.055 2.476 0.143
Te -1.167 0.208 5.003 -0.505
Te -4.145 -2.342 1.990 -0.343
Te -1.993 -1.102 0.819 0.238
F -1.519 1.691 -4.644 -0.318
C -2.661 2.046 -4.028 0.980
F -3.551 1.059 -4.230 -0.315
F -3.133 3.126 -4.694 -0.336
C -2.461 2.362 -2.577 -0.190
C -2.744 3.618 -2.078 -0.114
C -2.521 3.919 -0.729 -0.303
C -1.929 2.969 0.073 0.103
N -1.599 1.761 -0.399 -0.534
C -1.917 1.434 -1.672 0.118
S -1.728 -0.263 -2.067 -0.082
H -3.146 4.374 -2.738 0.228
H -2.776 4.882 -0.314 0.228
H -1.730 3.144 1.122 0.231
```

Values from the calculation:
HOMO-LUMO gap (alpha / beta)   4.7 / 4.7 eV
HOMO energy (alpha / beta)   -3.585 / -3.619 eV
Total charge   -1
LUMO level (alpha / beta)   1.1630 / 1.1304 eV


Entry 2:
Density functional theory data (ωB97M-V/def2-TZVPD) for 2 unconnected molecules or ions with the total composition C21H15FN3O at a distorted geometry.

The geometry in XYZ format:
```
41
Properties=species:S:1:pos:R:3:nbo_charge:R:1
F -5.123 -0.101 2.884 -0.288
C -4.145 0.685 2.338 0.512
C -4.389 1.281 1.101 -0.292
C -3.397 2.084 0.570 -0.048
C -2.151 2.312 1.238 -0.193
C -1.221 3.167 0.583 0.139
C 0.064 3.635 0.970 -0.212
C 0.712 4.548 0.073 -0.074
C 1.954 5.090 0.353 -0.230
C 2.622 4.747 1.542 -0.088
C 2.024 3.850 2.435 -0.240
C 0.775 3.301 2.163 -0.045
C -1.973 1.661 2.495 -0.079
C -2.957 0.848 3.044 -0.271
H -5.325 1.117 0.571 0.268
H -3.540 2.561 -0.402 0.238
H -1.577 3.571 -0.369 0.230
H 0.179 4.816 -0.842 0.230
H 2.409 5.790 -0.349 0.247
H 3.598 5.175 1.764 0.242
H 2.536 3.576 3.361 0.242
H 0.354 2.609 2.882 0.198
H -1.048 1.774 3.047 0.215
H -2.799 0.347 3.999 0.262
O -1.422 1.117 -3.798 -0.556
C -0.275 1.056 -3.344 0.496
C 1.018 1.455 -3.927 -0.244
C 2.023 1.162 -2.995 0.275
C 3.367 1.414 -3.259 -0.296
C 3.685 1.971 -4.511 -0.148
C 2.676 2.258 -5.453 -0.250
C 1.333 1.999 -5.165 -0.116
N 1.433 0.588 -1.871 -0.595
C 0.085 0.538 -2.022 0.044
N -0.760 -0.038 -1.161 0.058
N -1.499 -0.492 -0.403 0.028
H 4.125 1.178 -2.509 0.223
H 4.723 2.185 -4.765 0.229
H 2.942 2.688 -6.420 0.231
H 0.514 2.197 -5.854 0.239
H 1.921 0.257 -1.040 0.418
```

Values from the calculation:
HOMO-LUMO gap   4.1 eV
HOMO energy   -10.144 eV
Total charge   +1
LUMO level   -6.0038 eV


Entry 3:
Density functional theory data (ωB97M-V/def2-TZVPD) for a molecular structure, C21H15GeN3RhS4 at a distorted geometry.

The geometry in XYZ format:
```
45
Properties=species:S:1:pos:R:3:lowdin_spin:R:1
Rh -1.569 2.497 -0.624 1.866
S -1.608 4.592 0.563 0.438
S -0.286 4.840 -0.897 0.491
S -0.788 3.909 -2.734 0.373
S -2.171 2.440 -2.785 0.449
C 1.909 2.017 -1.941 0.054
Ge 0.590 1.291 -0.734 0.215
C 1.586 1.467 0.952 0.048
C 1.472 2.633 1.800 0.011
C 2.150 2.722 2.998 0.001
C 2.874 1.625 3.460 0.004
C 2.895 0.459 2.662 0.005
C 2.411 0.421 1.366 0.011
C 0.131 -0.457 -1.403 0.179
C 0.060 -0.480 -2.812 0.134
C -0.061 -1.646 -3.542 0.015
C 0.051 -2.835 -2.856 0.177
C 0.043 -2.880 -1.456 0.003
C 0.117 -4.140 -0.814 0.077
C 0.173 -4.228 0.574 0.025
C 0.291 -3.074 1.349 0.046
C 0.099 -1.820 0.741 0.060
C 0.005 -1.665 -0.673 0.015
H 2.773 1.342 -2.006 0.007
H 2.209 2.938 -1.393 0.002
H 1.535 2.340 -2.901 0.004
H 0.924 3.528 1.409 0.004
H 2.046 3.691 3.565 0.000
H 3.433 1.608 4.439 0.000
H 3.489 -0.420 2.974 0.000
H 2.517 -0.421 0.728 0.002
H 0.099 0.433 -3.341 0.004
H -0.085 -1.621 -4.643 -0.002
H 0.155 -3.761 -3.424 0.007
H -0.011 -5.036 -1.457 0.002
H 0.110 -5.199 1.031 0.000
H 0.406 -3.131 2.437 0.001
H -0.015 -0.959 1.395 0.002
N -2.610 1.159 0.115 0.142
C -3.419 0.521 0.660 0.057
C -4.277 -0.371 1.235 0.028
C -4.410 -0.727 2.575 0.004
N -4.514 -1.038 3.689 0.015
C -5.042 -0.969 0.251 0.003
N -5.685 -1.592 -0.530 0.018
```

Values from the calculation:
HOMO-LUMO gap (alpha / beta)   5.7 / 3.2 eV
HOMO energy (alpha / beta)   -6.839 / -7.617 eV
Total charge   0
LUMO level (alpha / beta)   -1.1445 / -4.4084 eV
Multiplicity   6


Entry 4:
Density functional theory data (ωB97M-V/def2-TZVPD) for a molecular structure, C21H16AuN3OS5.

The geometry in XYZ format:
```
47
Properties=species:S:1:pos:R:3:lowdin_spin:R:1
Au 0.273 0.074 -0.329 0.002
S 4.407 1.132 7.449 0.092
C 3.697 0.998 5.969 0.019
S 2.015 0.695 5.739 -0.009
C 1.958 0.670 3.982 0.151
C 3.208 0.885 3.354 0.129
S 3.540 0.939 1.722 0.332
S 4.545 1.131 4.477 -0.019
S 0.471 0.409 3.257 0.277
O -3.391 0.181 -0.875 0.000
N -3.072 1.154 -0.116 0.000
C -2.565 0.935 1.126 0.001
C -2.258 1.981 1.967 0.005
C -2.429 3.291 1.548 0.001
C -2.918 3.504 0.268 0.000
C -3.233 2.434 -0.540 0.001
H -2.426 -0.107 1.368 0.000
H -1.848 1.746 2.941 0.005
H -2.181 4.120 2.196 0.000
H -3.064 4.503 -0.119 0.000
H -3.624 2.512 -1.542 0.000
N 0.405 7.584 -0.444 0.000
C 0.402 6.437 -0.386 0.000
C 0.379 4.999 -0.315 0.000
C 0.758 4.345 0.847 0.001
C 0.703 2.961 0.875 0.008
N 0.305 2.242 -0.174 0.000
C -0.059 2.878 -1.295 0.000
C -0.038 4.253 -1.413 0.000
H 1.091 4.892 1.717 0.000
H 0.973 2.392 1.756 0.004
H -0.379 2.248 -2.114 0.000
H -0.340 4.730 -2.333 0.000
C 0.109 -1.923 -0.752 0.001
C 0.042 -2.148 -2.227 0.000
C 1.183 -2.444 -2.975 0.000
C 1.119 -2.634 -4.348 0.000
C -0.094 -2.535 -5.016 0.000
C -1.240 -2.243 -4.285 0.000
C -1.173 -2.053 -2.915 0.000
H 0.951 -2.463 -0.315 0.000
H -0.806 -2.296 -0.283 0.000
H 2.138 -2.515 -2.465 0.000
H 2.024 -2.861 -4.900 0.000
H -0.146 -2.684 -6.087 0.000
H -2.196 -2.160 -4.790 0.000
H -2.067 -1.797 -2.356 0.000
```

Values from the calculation:
HOMO-LUMO gap (alpha / beta)   5.6 / 6.2 eV
HOMO energy (alpha / beta)   -4.343 / -4.997 eV
Total charge   -1
LUMO level (alpha / beta)   1.2984 / 1.1755 eV
Multiplicity   2


Entry 5:
Density functional theory data (ωB97M-V/def2-TZVPD) for a molecular structure, C21H16CsF5N10O2SSe at a distorted geometry.

The geometry in XYZ format:
```
57
Properties=species:S:1:pos:R:3:mulliken_charge:R:1
Cs -3.183 -0.094 -1.564 1.091
N -1.009 2.467 -1.568 -0.360
N -0.936 3.111 -2.808 -0.121
C -1.543 2.520 -3.875 -0.192
N -1.330 3.087 -5.073 -0.354
N -2.251 1.454 -3.594 -0.055
N -2.925 0.799 -4.564 1.631
O -3.584 -0.139 -4.142 -0.819
O -2.867 1.095 -5.758 -0.810
H -1.111 3.140 -0.824 0.228
H -0.215 1.851 -1.436 0.174
H -0.110 3.651 -3.016 0.194
H -0.991 4.032 -5.097 0.189
H -1.881 2.723 -5.836 0.248
S -2.708 1.165 2.074 -0.509
C -1.736 0.157 3.024 0.184
N -2.005 -0.300 4.205 -0.796
N -0.946 -1.115 4.746 0.148
C -0.050 -0.515 5.618 0.499
C 0.194 0.863 5.587 -0.182
C 1.150 1.417 6.425 -0.587
C 1.883 0.633 7.307 -0.540
C 1.639 -0.735 7.340 -0.371
C 0.687 -1.303 6.513 -0.639
N -0.419 -0.093 2.467 -0.137
N -0.354 -1.070 1.722 -0.329
C 0.969 -1.331 1.248 -0.080
C 2.108 -1.094 2.013 -0.132
C 3.353 -1.388 1.479 -0.586
C 3.462 -1.902 0.190 -0.629
C 2.321 -2.141 -0.562 -0.131
C 1.071 -1.875 -0.022 -0.147
H -1.344 -1.968 5.109 0.252
H -0.369 1.480 4.900 0.386
H 1.323 2.487 6.385 0.343
H 2.631 1.077 7.952 0.353
H 2.200 -1.370 8.017 0.338
H 0.511 -2.374 6.537 0.294
H 1.995 -0.686 3.009 0.480
H 4.247 -1.214 2.067 0.352
H 4.439 -2.118 -0.225 0.385
H 2.399 -2.525 -1.573 0.274
H 0.168 -2.043 -0.590 0.473
Se -6.259 4.512 -4.759 -0.472
C -5.497 3.224 -3.711 0.011
N -4.983 2.418 -3.049 -0.515
F -1.176 -3.267 -2.871 -0.433
C -0.152 -2.436 -3.278 0.318
C -0.168 -1.113 -2.932 0.042
C 0.907 -0.412 -3.395 -0.085
F 1.037 0.942 -3.119 -0.444
C 1.946 -0.939 -4.141 -0.051
F 2.993 -0.197 -4.570 -0.367
C 1.909 -2.285 -4.453 0.638
F 2.900 -2.845 -5.177 -0.382
C 0.843 -3.052 -4.018 0.095
F 0.818 -4.366 -4.333 -0.366
```

Values from the calculation:
HOMO-LUMO gap   6.3 eV
HOMO energy   -2.527 eV
Total charge   -2
LUMO level   3.7842 eV